(1)
{"formula": "C31H61Cl20F3I2NbO2", "method": "wB97M-V/def2-TZVPD", "homo_ev": -5.0, "total_charge": -1, "total_energy_ha": -11523.75706, "spin_multiplicity": 1, "species": ["C", "H", "I", "H", "H", "Cl", "C", "C", "H", "C", "H", "H", "H", "H", "Cl", "H", "Cl", "H", "H", "H", "C", "H", "C", "H", "H", "H", "C", "Cl", "H", "H", "C", "H", "H", "H", "Cl", "Cl", "H", "H", "H", "C", "C", "C", "Cl", "C", "H", "Cl", "H", "H", "C", "H", "C", "H", "H", "C", "Cl", "C", "Cl", "O", "H", "H", "C", "Cl", "H", "H", "F", "C", "C", "H", "F", "H", "C", "C", "C", "H", "H", "Cl", "H", "H", "H", "C", "Cl", "C", "H", "H", "Nb", "H", "C", "H", "C", "Cl", "H", "C", "H", "F", "H", "H", "Cl", "H", "H", "H", "H", "H", "C", "Cl", "Cl", "H", "I", "H", "H", "H", "C", "Cl", "C", "C", "H", "H", "Cl", "H", "Cl", "O"], "xyz": [[0.70551, -5.33534, -6.76258], [1.41054, -3.55136, -0.14066], [-2.48461, 0.36337, -5.20108], [2.90223, 6.35111, -4.39020], [-0.29423, 0.05722, -6.87144], [-2.47959, 0.83036, 7.27635], [-1.45149, -0.19666, 9.60389], [-2.45411, 5.21713, 5.99376], [3.41244, -7.73644, 3.79222], [5.32491, -3.38508, -6.24394], [-0.67909, 0.06919, 0.21774], [-5.36437, -3.70594, -3.01679], [-2.42704, -6.20960, 4.32987], [1.39631, -6.17483, -6.63349], [-4.40023, 6.06878, -1.82843], [-2.00891, 5.67312, 6.88368], [0.15238, -5.53750, -4.08207], [-1.81679, 2.12092, -0.94864], [-3.05895, 4.36432, 6.31569], [0.69869, -3.69568, -1.88952], [-4.71589, 7.27510, -0.55661], [-4.90293, 8.22697, -1.06258], [-2.45909, -5.84141, 5.35965], [1.69758, -0.57886, -5.23089], [1.17399, 4.44161, 6.97277], [0.62207, 0.82390, -4.45636], [3.43860, -0.93521, -2.54073], [-1.39940, -4.09809, 7.19537], [-0.22074, 2.39981, 0.01380], [0.30598, -5.37764, -7.78024], [0.65618, -0.31200, -4.73543], [-2.48206, -0.39898, 9.91222], [6.44555, -5.02739, -5.35935], [4.33836, -3.68552, -5.87897], [-3.31751, 5.97215, 1.41287], [-2.45091, 7.71680, 4.86202], [3.65222, -2.04123, -2.93517], [-1.48239, -1.24417, 7.72232], [-1.06635, -4.49708, -5.81792], [2.94065, 5.36973, 6.16253], [-0.70164, -0.81141, -0.55347], [1.55298, -3.17600, -1.23958], [-2.40732, -7.27151, 6.42006], [1.26072, 1.34747, -1.79216], [1.71669, 1.83114, -0.80830], [-6.01166, -2.23883, -6.35659], [-4.18996, 6.48223, 5.83595], [5.74983, -5.37440, -6.95149], [-1.30307, -0.22988, 8.09124], [-0.14247, 4.80048, -0.70577], [-1.29173, -4.89972, 5.60809], [-5.75649, -4.40120, -5.44006], [-0.86720, -1.44417, -3.31990], [1.87542, 6.02277, -4.20337], [-3.46369, -3.07668, -4.23681], [2.39201, -0.65741, 0.49357], [5.95062, -2.17250, -5.09861], [-1.57688, -3.32696, -0.50681], [1.68730, 5.13229, -4.81186], [2.80561, -5.37340, 3.04476], [2.63058, -5.72418, 4.06607], [7.78301, -4.22087, -7.13187], [-0.80061, 4.48726, -2.44529], [4.27005, -0.61383, -1.77213], [3.14517, -1.92701, 0.81079], [-0.71544, 2.57236, -1.03256], [-0.95415, 4.19969, -1.31193], [-2.05103, 4.53708, -1.00218], [3.40668, 0.42823, 0.51681], [-3.42059, -5.34039, 5.51168], [-5.20206, -3.01954, -3.85318], [-3.32047, 6.20695, 5.23159], [-0.55056, -0.51912, -5.87506], [5.19397, -2.89838, -7.21557], [2.03148, 1.62282, -2.65920], [1.78996, 5.54861, -2.48866], [3.63144, 4.53024, 6.29162], [2.57305, -3.54355, -1.73781], [2.54111, 5.32742, 5.14488], [3.60056, -6.84596, 4.40071], [-0.79274, 6.61183, -4.46018], [1.80112, 5.31657, 7.16746], [-2.60785, 7.61033, -0.13429], [2.75045, -4.87246, 4.74305], [1.34793, -0.92091, -1.53779], [-5.44182, -2.00685, -3.51322], [-3.54377, 7.42052, 0.40059], [1.16879, 6.20798, 7.10720], [-0.43402, -5.38849, -5.75766], [1.64172, -3.82518, -6.63891], [-1.50876, -0.51057, -1.37848], [-6.06480, -3.43221, -5.03497], [-0.67135, -1.68388, -6.08987], [1.43095, -0.47478, 1.61398], [0.64665, -2.42591, -3.86470], [-1.28559, -4.10774, 4.85346], [2.38752, 5.16756, 8.84305], [-3.72145, 8.25792, 1.08172], [-1.06115, -6.26345, -5.95235], [-5.63132, 6.98363, -0.03160], [-3.68206, 5.78370, 4.28887], [1.08047, 7.49533, -5.55932], [0.90544, 7.14456, -4.53801], [0.93240, -6.25690, 4.14390], [-0.96653, 1.37264, 10.29367], [-0.29875, 0.07312, 7.77799], [-1.45971, -2.21162, 2.34200], [1.02532, 7.99627, -3.86103], [4.62737, -6.51762, 4.21388], [3.47154, -0.24700, -3.49678], [0.29745, -1.34502, -3.51465], [3.51509, -7.32012, 6.11542], [-1.23320, -2.20318, 0.12732], [6.23120, -4.60151, -6.34488], [-0.33263, -5.42474, 5.55739], [-0.80628, -0.95464, 10.05768], [-1.13564, 4.56380, 4.98953], [-7.11016, -3.51189, -4.72251], [3.87685, 6.87989, 6.28621], [-0.06745, 1.87532, -2.15438]]}

=====

(2)
{"formula": "C31H61Cl2N4O6", "method": "wB97M-V/def2-TZVPD", "homo_ev": -10.9, "total_charge": 1, "total_energy_ha": -2808.13920, "spin_multiplicity": 1, "species": ["C", "Cl", "H", "O", "O", "H", "H", "H", "H", "H", "N", "O", "C", "O", "Cl", "C", "H", "C", "H", "H", "H", "C", "C", "C", "C", "C", "C", "H", "H", "H", "N", "C", "H", "H", "H", "H", "H", "C", "N", "H", "C", "O", "H", "H", "H", "H", "O", "H", "H", "C", "H", "H", "C", "H", "H", "H", "H", "C", "H", "H", "C", "H", "C", "H", "H", "H", "C", "H", "H", "H", "H", "C", "H", "H", "H", "H", "C", "C", "H", "H", "H", "H", "C", "C", "N", "H", "C", "H", "C", "C", "H", "H", "H", "H", "C", "H", "C", "H", "H", "C", "C", "H", "H", "H"], "xyz": [[-0.31220, -0.64962, 3.89531], [-6.01903, -1.33929, 3.52461], [-2.53809, -1.04869, -7.93992], [-0.59297, 1.44125, -0.62754], [-0.09495, 0.45569, 1.52441], [3.91071, 0.01347, 5.18830], [-0.12920, 0.10828, -4.06589], [-3.12503, 2.11449, -3.16272], [-1.49230, 3.09363, 4.47002], [0.21101, -3.21943, -1.92377], [3.81977, -1.68905, -0.08518], [-2.10258, 0.11872, 0.59153], [-4.25647, -1.60936, 3.10064], [3.03384, 0.43839, 5.31244], [-4.68977, 0.61188, 1.49907], [-2.07646, 0.52967, -6.50302], [3.14142, 1.84208, 0.91465], [2.68450, 3.56133, 2.28834], [-0.88230, -0.16768, -2.47383], [2.56078, -1.58432, 5.44908], [1.24448, -0.38813, 6.14645], [5.14461, 2.55168, 1.80482], [-2.98469, -0.67184, -3.70175], [0.82476, -2.98484, -0.97720], [-3.62807, -0.72575, 2.20208], [-0.86444, 0.77720, 0.37857], [0.20550, -3.84908, 0.25501], [1.05304, -4.47968, 0.69312], [-3.31424, -3.71575, 3.06725], [-0.83994, -0.88556, -7.52630], [3.14966, -1.27059, -2.39596], [-3.89649, -0.36232, -4.88898], [-0.61125, -1.76381, 3.88383], [3.43943, 4.29587, 2.75883], [7.15191, -0.75775, 3.30105], [-3.30032, 2.84146, -6.10275], [5.39008, 0.69317, 3.15888], [-0.98477, 0.00689, 2.60134], [-3.45444, 0.74030, -5.87383], [5.40079, 3.65336, 1.91736], [1.30955, -0.65780, 3.85917], [7.20785, 1.10092, 2.21232], [-1.97197, 1.29113, -7.27998], [1.87888, 2.21913, 3.86874], [3.44856, 1.40512, 2.66692], [-2.37493, 1.85941, 2.43417], [-1.72903, -1.17814, -4.11697], [1.75528, 0.18355, 3.23908], [-4.21892, 1.48856, -7.73234], [3.54761, 2.25289, 1.89816], [-4.60420, 2.31553, -5.02222], [-0.09122, 1.94800, 4.70313], [1.60353, 3.23708, 3.43302], [-1.93716, -1.65741, -6.39985], [-4.88204, -0.05957, -4.52488], [-5.46852, 0.92787, -6.57806], [2.33377, -3.66827, -2.19827], [-3.55456, 2.15601, -5.28939], [1.60558, -1.64949, 3.37229], [-2.44577, 0.89433, 4.04408], [0.06674, 3.27004, 2.89173], [8.00846, -0.76503, 1.62777], [-3.47948, -2.82103, 3.77358], [-4.01941, -1.26501, -5.49104], [-1.32343, 0.74072, -5.74827], [5.45220, 2.17574, 0.75841], [3.07306, -2.02737, -1.31665], [2.23854, 4.10421, 1.39412], [6.21380, 2.19352, 3.80512], [2.57609, -1.71984, -3.13417], [0.70029, -1.85883, -0.79931], [-0.61106, -0.63344, -3.42442], [-0.70079, -4.45713, -0.06375], [-4.17590, -3.23012, 4.59713], [0.56116, -1.99054, 1.41992], [0.10873, -1.42983, -3.23796], [5.97919, 1.61502, 2.83468], [-2.07993, -0.79165, 1.75925], [1.64748, 3.97389, 4.31851], [-0.24680, 4.37466, 3.00195], [-1.78088, -2.03977, -0.07904], [-0.65449, -0.18725, 4.87538], [-1.74701, 1.28522, 3.21287], [1.98832, -0.59267, 5.31164], [2.26904, -3.28452, -1.23759], [3.14429, -1.89652, 0.66956], [-0.27056, -2.76493, 1.37549], [-1.66045, 2.08242, -4.17462], [-1.72581, -2.18934, 1.06382], [-1.85113, -0.84250, -7.11403], [-2.47582, -3.03119, 1.28247], [6.16533, -0.74273, 1.73582], [-3.47249, -1.46109, -3.12028], [-2.51383, -2.53438, 4.29854], [-4.48676, 0.72112, -7.00702], [-0.23766, -3.34821, 2.37098], [-0.79302, 2.36795, 3.90665], [4.06544, -0.69013, -0.07712], [-4.49082, -0.26507, -7.46855], [7.13020, -0.35335, 2.23466], [-2.67742, 2.46852, -4.09115], [-2.59604, 3.55349, -3.97744], [-0.01882, 2.97938, 1.79650], [-2.88710, 0.17246, -3.02166]]}

=====

(3)
{"formula": "C31H61ClFNO37PS9", "method": "wB97M-V/def2-TZVPD", "homo_ev": -11.2, "total_charge": 1, "total_energy_ha": -8540.83603, "spin_multiplicity": 1, "species": ["H", "C", "H", "O", "P", "H", "C", "H", "H", "O", "S", "O", "H", "H", "H", "C", "H", "N", "S", "H", "O", "H", "C", "H", "H", "H", "O", "O", "H", "O", "H", "O", "H", "C", "C", "H", "O", "S", "H", "H", "S", "O", "C", "H", "S", "O", "H", "H", "H", "H", "C", "O", "O", "H", "H", "H", "H", "O", "O", "O", "C", "H", "H", "S", "H", "C", "H", "H", "C", "S", "H", "O", "O", "C", "H", "H", "O", "H", "C", "O", "C", "H", "C", "C", "C", "H", "C", "O", "H", "O", "H", "S", "H", "C", "S", "H", "O", "O", "H", "H", "C", "O", "C", "O", "H", "C", "O", "O", "C", "C", "C", "O", "H", "C", "C", "H", "H", "O", "H", "O", "Cl", "H", "C", "H", "H", "H", "H", "O", "O", "C", "H", "H", "O", "F", "C", "H", "H", "H", "O", "O", "C", "O"], "xyz": [[-5.68466, -4.20431, -1.99147], [0.78268, -3.19352, -5.99173], [6.74270, -0.46050, -8.21011], [3.38421, 4.25453, 6.79065], [1.98160, -3.74256, -4.61124], [2.78359, -3.14505, -1.32134], [5.79339, -0.34044, -7.68467], [6.52844, 5.31017, 6.38715], [-0.15481, -3.86734, -5.92510], [4.68222, -2.44502, 4.51160], [-1.52421, 7.54068, -1.24828], [3.15458, -1.29204, 2.92446], [-2.47696, 5.11210, 2.11263], [-4.82964, -8.77877, -1.30445], [-0.95239, 1.47764, -3.71397], [-3.75764, -8.97787, -1.26220], [-0.72028, 5.12900, 1.80802], [-1.68504, -1.17033, -1.71369], [4.21111, 3.53463, 5.86439], [-6.76754, -2.73603, -2.36024], [5.40218, 2.80628, 6.69724], [-5.67906, 4.12283, 4.92932], [0.34884, -1.62055, -5.90105], [-3.25284, -8.42065, -2.05774], [-4.67132, -1.25313, -3.00696], [1.27004, -0.49827, 3.05372], [-1.03182, 3.18449, -0.12919], [-2.03098, -9.99734, 1.62710], [1.92668, 0.90018, 10.00736], [-1.83024, 1.14684, 1.04937], [-1.56334, 0.90308, -1.64309], [0.49775, 2.03672, 1.45911], [2.76910, 3.69243, 9.04351], [3.36340, -2.21554, -1.70124], [-1.64732, 4.56852, 1.65745], [6.66675, 1.19295, -6.41718], [-3.32180, 5.99076, 6.26499], [1.76535, 3.20492, 11.79128], [-3.93977, 3.79633, 4.70361], [4.51670, -2.38245, -1.67430], [-3.47323, 6.72380, 4.82161], [-2.13504, -10.60579, -0.78283], [2.63162, 1.73703, 9.97829], [-5.24480, 5.57839, 6.83906], [3.28795, -2.24506, 4.23630], [-6.57005, -6.22801, -3.41303], [0.55046, -1.17804, -6.96898], [3.46625, 0.64595, 4.86635], [-1.29016, 7.94202, -4.17768], [7.45529, 3.10028, 6.85966], [-6.00986, -3.67100, -4.26010], [2.89759, 2.13533, 11.32199], [-1.49575, 3.28508, 2.26828], [-1.64881, 5.14678, -0.44820], [0.48252, 7.90191, -3.98339], [0.04822, 0.24748, -1.19656], [-4.08766, 4.24640, 7.09971], [-0.73379, -8.67737, -0.08774], [-2.22479, 6.60448, 4.11803], [2.35503, -3.32954, 4.10042], [-0.46824, 8.01756, -3.45956], [-1.76850, -2.41361, -5.65507], [1.71268, -1.50634, -3.08269], [-1.88766, -9.43372, 0.31591], [6.86468, 2.45452, 5.30562], [-0.81280, 0.05061, -1.94483], [-1.93414, -1.62277, -0.79888], [4.96916, -0.42956, -8.39869], [2.00612, 2.95921, 9.31873], [-7.21995, -5.12965, -4.26348], [-4.13654, -11.05265, -0.74240], [0.75751, 2.49724, 12.53113], [-3.21470, -8.55184, -0.01322], [2.85601, -1.71665, -3.15832], [1.42020, 2.69702, 8.43565], [7.18730, 4.82028, 4.80367], [5.13633, 4.59952, 5.05827], [-3.45159, -10.83172, -2.37453], [-4.38234, 5.04920, 6.42214], [-2.85635, 7.01958, -1.37427], [5.72025, 0.97668, -6.92231], [-0.21374, -4.71348, -1.12179], [-5.79144, -3.29247, -2.69396], [6.65787, 3.15881, 6.11737], [-0.43060, -5.54050, -1.91096], [3.54989, 1.42008, 9.48122], [6.46430, 4.57144, 5.58276], [-4.13929, 7.97965, 5.02309], [3.12417, -1.34637, -0.94791], [1.09608, -4.03776, -3.16127], [-5.02804, -4.04021, -4.78289], [4.74765, -0.79064, -5.46309], [-0.80186, 10.17243, -3.31024], [2.54099, 0.08880, 4.71428], [-0.89737, 2.23482, 1.18401], [0.58900, 0.27881, -3.59867], [2.42729, 4.37391, 12.29593], [-1.54085, 9.10603, -1.68425], [-6.50697, -2.79402, -4.83969], [0.40537, 9.52848, -2.16618], [2.30424, -0.18938, 3.23620], [5.52906, -0.89348, -4.26164], [-0.53979, 9.32272, -2.67808], [2.68978, -1.19504, 5.32323], [-4.44868, -1.98682, -1.28980], [-2.10529, -1.59325, -2.94015], [-4.53851, 5.68366, 4.16696], [3.21946, -2.60049, -4.26937], [-1.22433, -1.37525, -5.59823], [-1.88454, 4.28795, 0.18079], [0.81589, -5.47689, -2.98253], [-0.63094, 6.98440, -2.48733], [-1.39875, -5.24597, -2.50126], [-3.43904, -10.46480, -1.34643], [-3.09754, -2.86586, -2.88020], [0.54059, -6.00739, -3.98368], [-3.15705, -3.39778, -3.91236], [5.63820, -1.35997, -6.69710], [2.54177, 0.67023, 2.60777], [3.68293, 2.59087, 4.91618], [-8.94418, -4.42859, -3.25678], [-0.52803, -6.59111, -1.41281], [-0.55389, 0.41142, -3.53265], [1.71117, 0.63277, 5.16966], [-2.91815, 3.97729, -0.00095], [-1.67197, -0.73283, -6.44927], [5.45309, 1.81613, -7.56608], [4.72366, 0.77181, -5.92187], [-7.52180, -5.56803, -5.68111], [-4.67553, 4.54387, 5.01563], [-2.76394, -3.63365, -2.06128], [1.74068, -6.03786, -2.53330], [1.16874, 3.54239, 10.31700], [-2.73547, 0.14596, -4.50964], [-1.55102, -0.69549, -4.16719], [1.31231, -3.38045, -7.01889], [1.07740, -1.07477, -5.19402], [3.36178, -0.68547, -3.36216], [3.41583, -1.32020, -5.57527], [2.65912, -5.06551, -5.12100], [-4.57011, -2.26603, -2.42122], [-0.74766, 7.41670, -0.04527]]}